[1]
{
  "formula": "C22H31N3OS",
  "method": "ωB97M-V/def2-TZVPD",
  "species": ["C", "C", "C", "C", "C", "C", "C", "H", "C", "H", "H", "H", "N", "C", "N", "C", "H", "H", "C", "N", "C", "C", "C", "C", "C", "H", "H", "H", "H", "H", "H", "H", "H", "H", "H", "H", "H", "C", "C", "C", "C", "C", "O", "H", "H", "H", "H", "H", "S", "H", "C", "H", "H", "H", "H", "H", "H", "H"],
  "xyz": [[-6.0705, -1.2867, 1.2603], [-4.8011, -0.7233, 0.6970], [-4.5822, -0.7045, -0.6720], [-3.4071, -0.2080, -1.2163], [-2.4239, 0.2675, -0.3498], [-2.6211, 0.2660, 1.0322], [-3.8123, -0.2291, 1.5361], [-3.9683, -0.2388, 2.6057], [-1.5496, 0.7814, 1.9481], [-0.5925, 0.3115, 1.7216], [-1.4288, 1.8614, 1.8419], [-1.8007, 0.5692, 2.9838], [-1.2202, 0.8121, -0.8696], [-0.2173, 0.0438, -1.3683], [0.9095, 0.6957, -1.7579], [2.0523, -0.0305, -2.2686], [2.3261, 0.3903, -3.2422], [1.7431, -1.0660, -2.4180], [3.2922, 0.0123, -1.3415], [3.3277, -0.8959, -0.2249], [3.3241, -2.3039, -0.5759], [3.7907, -3.1203, 0.6271], [2.8599, -2.8735, 1.8092], [2.8011, -1.3768, 2.0939], [2.3710, -0.6334, 0.8317], [2.3493, 0.4420, 1.0210], [1.3565, -0.9671, 0.5574], [2.0973, -1.1673, 2.9022], [3.7891, -1.0229, 2.3939], [3.2089, -3.4162, 2.6901], [1.8585, -3.2338, 1.5621], [4.8045, -2.8141, 0.8916], [3.8051, -4.1798, 0.3662], [4.0064, -2.4535, -1.4168], [2.3208, -2.6521, -0.8729], [3.4105, 1.0253, -0.9469], [4.1651, -0.2122, -1.9630], [0.9375, 2.1448, -1.8735], [1.0157, 2.8802, -0.5689], [0.1353, 3.7340, 0.0364], [0.7426, 4.1376, 1.2509], [1.9434, 3.5026, 1.2933], [2.1175, 2.7464, 0.1977], [2.7324, 3.5029, 2.0183], [0.3370, 4.8053, 1.9823], [-0.8169, 4.0529, -0.3395], [1.8158, 2.4003, -2.4725], [0.0422, 2.4915, -2.4049], [-0.3843, -1.6027, -1.4837], [-0.9550, 1.6994, -0.4634], [-3.2008, -0.1891, -2.6978], [-2.7258, 0.7395, -3.0110], [-2.5458, -1.0111, -2.9868], [-4.1470, -0.3016, -3.2202], [-5.3464, -1.0823, -1.3362], [-6.9006, -1.1349, 0.5741], [-5.9593, -2.3594, 1.4215], [-6.3112, -0.8255, 2.2153]],
  "atomic_forces_ev_per_a": [[0.05, -0.07, 0.00], [0.03, 0.05, 0.01], [0.10, 0.04, 0.09], [0.06, 0.12, 0.00], [-0.44, -0.15, 0.13], [0.15, 0.00, -0.16], [-0.04, -0.02, -0.12], [-0.02, 0.01, 0.13], [-0.05, -0.02, -0.04], [0.11, 0.01, 0.00], [0.09, 0.05, 0.05], [0.00, 0.02, 0.08], [0.16, 0.50, 0.06], [0.16, -0.25, -0.11], [-0.38, 0.12, 0.11], [0.64, -0.28, 0.06], [-0.04, 0.02, 0.01], [0.07, 0.19, -0.09], [-0.19, 0.08, -0.30], [-0.04, -0.02, -0.02], [0.27, -0.18, 0.08], [-0.23, -0.08, -0.13], [0.25, 0.10, 0.07], [-0.27, -0.05, -0.10], [0.05, 0.14, 0.43], [-0.05, -0.04, -0.03], [0.03, 0.07, 0.02], [0.00, 0.03, 0.05], [0.03, 0.06, 0.06], [-0.06, -0.05, 0.01], [-0.07, -0.05, 0.03], [0.07, -0.03, -0.02], [0.05, -0.04, -0.01], [-0.04, -0.01, -0.04], [0.04, 0.03, -0.07], [0.10, -0.02, -0.10], [-0.02, 0.08, -0.03], [0.17, 0.15, 0.24], [-0.81, 0.46, -0.22], [0.39, -0.39, -0.44], [0.52, -0.18, 0.20], [-0.52, 0.59, 0.51], [0.25, -0.31, -0.34], [0.17, -0.07, 0.04], [-0.01, 0.13, 0.21], [-0.20, 0.01, -0.17], [-0.14, -0.01, -0.02], [0.14, 0.03, 0.08], [-0.15, -0.63, 0.05], [0.04, -0.06, -0.06], [-0.05, -0.07, -0.02], [0.02, 0.03, -0.08], [0.03, 0.02, -0.06], [-0.09, 0.04, -0.05], [-0.11, -0.03, -0.10], [-0.09, -0.01, 0.00], [-0.08, -0.07, 0.04], [-0.07, 0.00, 0.06]],
  "mulliken_charge": [-1.5175, 0.6212, -0.9068, 1.1076, -0.3262, 0.9235, -1.0736, 0.3775, -1.1754, 0.0962, 0.2752, 0.4201, 0.4301, 0.5704, 0.3741, -1.2417, 0.4343, 0.6697, -1.0608, 0.1515, -0.4094, -0.9746, -0.7447, -1.0326, 0.7166, -0.2923, -0.1804, 0.3560, 0.4102, 0.3814, 0.2896, 0.3423, 0.3857, 0.5146, 0.1761, 0.4643, 0.4543, -1.0648, 0.4184, -0.4079, -0.4470, -0.6987, -0.2413, 0.5409, 0.4817, 0.5548, 0.4748, 0.2669, -0.3504, -0.4355, -1.6446, 0.2934, 0.3161, 0.4666, 0.4220, 0.3858, 0.2854, 0.3770],
  "smiles": "Cc1cc(C)c(NC(=S)N(CCN2CCCCC2)Cc2ccco2)c(C)c1",
  "relative_energy_kj_mol": 26.7,
  "e_homo_ev": -7.776,
  "total_charge": 0,
  "e_tot_ev": -40670.488
}

***

[2]
{
  "formula": "C5H7F3NO3P",
  "method": "ωB97M-V/def2-TZVPD",
  "species": ["C", "C", "C", "C", "C", "N", "O", "O", "O", "F", "F", "F", "P", "H", "H", "H", "H", "H", "H", "H"],
  "xyz": [[1.7560, -0.0011, 0.4092], [0.4009, 0.1198, 1.1149], [1.4394, 0.3026, -1.1084], [-0.6786, 0.3251, 0.0362], [-0.9909, -2.1620, 0.0297], [0.0091, 0.4303, -1.0274], [-0.6691, 2.8218, 0.2975], [-2.5480, 1.8436, -1.1631], [-2.6801, 1.6739, 1.3991], [0.3715, -2.5429, -0.2325], [-1.1913, -2.8477, 1.2606], [-1.6426, -3.0170, -0.8836], [-1.8261, 1.8568, 0.1496], [2.3106, 0.8632, 0.9854], [2.1673, -0.9343, 0.4621], [0.2701, -0.7607, 1.6271], [0.2703, 0.9112, 1.8801], [1.9554, 1.1632, -1.6454], [1.7072, -0.6370, -1.6405], [-0.4310, 0.5910, -1.9506]],
  "atomic_forces_ev_per_a": [[-0.37, 5.61, 0.37], [-0.93, 1.11, -0.14], [0.88, -1.04, 1.10], [1.53, 0.37, 2.45], [-0.10, -0.44, 0.14], [0.69, 0.05, -5.42], [0.38, 0.00, -0.07], [-0.04, 0.02, -0.91], [0.50, 0.05, -0.54], [0.09, 0.11, -0.05], [-0.05, 0.10, -0.37], [-0.06, 0.12, 0.21], [-2.10, 0.07, 1.75], [0.01, -1.84, -1.62], [1.23, -2.22, 0.59], [-0.85, -2.13, 1.18], [0.43, -0.08, -0.77], [-0.82, -0.73, 0.98], [-0.12, 0.51, -0.12], [-0.28, 0.35, 1.24]],
  "mulliken_charge": [-0.5291, -0.7552, -0.5959, 0.0202, 0.0540, 0.0227, -0.7610, -0.8146, -0.8277, -0.2406, -0.2935, -0.3017, 0.7650, 0.2361, 0.4311, 0.2215, 0.5258, 0.3549, 0.2253, 0.2625],
  "e_homo_ev": -0.276,
  "total_charge": -2,
  "e_tot_ev": -30371.795
}

***

Number 1: orbital gap 0.3100 Ha. Number 2: orbital gap 0.2333 Ha.